No. 1
{
  "formula": "C5H40N2O14",
  "method": "wB97M-V/def2-TZVPD",
  "de_lowest_kj_mol": 742.1,
  "elements": ["O", "O", "O", "O", "O", "O", "O", "O", "O", "O", "O", "O", "O", "O", "N", "N", "C", "C", "C", "C", "C", "H", "H", "H", "H", "H", "H", "H", "H", "H", "H", "H", "H", "H", "H", "H", "H", "H", "H", "H", "H", "H", "H", "H", "H", "H", "H", "H", "H", "H", "H", "H", "H", "H", "H", "H", "H", "H", "H", "H", "H"],
  "xyz": [[-0.5990, 2.5937, -2.9329], [-1.2283, -4.5757, 1.5818], [4.0915, -3.5689, -0.3668], [1.2924, 3.5939, -1.4893], [1.5318, -4.9998, 0.2545], [-4.2918, 0.6251, 1.7638], [2.0784, -1.9467, -2.2091], [-3.0843, -1.9927, 2.8027], [0.7720, 0.0237, -3.6710], [-0.6059, 3.3870, 1.3928], [-1.4990, 0.2704, -1.5196], [-2.1634, 3.9957, -1.3931], [4.0938, -0.4890, -1.2532], [-4.7363, 3.4640, 0.4649], [1.0112, -0.7745, 0.2647], [-1.2847, -1.5782, 0.7176], [1.3576, 0.2055, 1.4750], [0.1606, -1.8046, 0.8271], [1.0142, 1.5972, 0.9278], [2.8819, 0.1193, 1.8806], [0.1802, 2.3512, 1.8909], [0.6166, 0.1400, 2.2855], [2.2807, -2.8156, -2.5189], [3.4628, -0.5509, -0.4714], [-2.4865, -1.7643, 3.4828], [-3.7384, 1.3199, 1.3883], [-1.9496, -2.3210, 0.7995], [3.2786, -0.8575, 2.2545], [3.4995, 0.3839, 1.0196], [-0.7643, 3.2868, 0.3947], [-3.6093, -1.1649, 2.8326], [0.6906, -4.9443, 0.3762], [-1.3464, 2.9859, -3.2208], [-1.4213, 1.1299, -1.9576], [1.8293, -1.8744, -1.2082], [3.8235, -1.1099, -1.9363], [0.6048, -0.2472, -0.6064], [-0.5320, 1.7219, 2.4131], [-0.0946, 3.1223, -2.2328], [1.7282, 4.5342, -1.6248], [-2.6030, 3.1739, -1.2664], [-4.8314, 0.2713, 1.1004], [1.9842, -5.5168, -0.4666], [-4.0261, 3.5022, 1.0514], [0.6973, 2.7922, 2.7914], [-0.5560, -5.2169, 1.9756], [1.9618, 2.1215, 0.6795], [1.6527, 0.4940, -3.8301], [0.4184, 1.5874, 0.0098], [-1.5567, -0.7960, 1.0995], [3.0939, 0.8247, 2.7240], [3.1245, -3.3437, -0.1570], [2.1120, 3.1123, -1.6876], [0.4233, -2.0742, 1.9700], [-1.5145, -4.1348, 2.3677], [4.7411, -2.8345, -0.3028], [-5.2373, 2.7070, 0.7175], [-2.8417, 4.5892, -1.1713], [0.3217, -2.6481, 0.1200], [-1.2810, -0.2755, -2.2898], [1.1759, -0.6989, -3.1935]],
  "atomic_forces_ev_per_a": [[4.412, -2.193, 2.035], [1.919, -2.016, 0.284], [-1.110, 0.046, 0.139], [2.868, 3.334, -0.213], [10.220, -0.468, -1.356], [1.158, 0.931, 1.975], [-0.891, 1.215, 1.770], [-1.679, 0.645, -0.282], [2.264, 1.317, -0.538], [-0.684, 0.973, -2.912], [-0.144, 0.126, -0.447], [1.445, -0.084, -0.225], [-0.053, 0.661, 1.727], [-1.055, 0.646, -1.965], [0.544, 1.986, 1.695], [2.967, -3.664, -2.871], [0.288, 0.150, -2.886], [-1.518, -2.408, -0.264], [1.406, 0.697, -0.360], [-0.753, -0.288, 0.917], [-0.423, 1.010, 2.618], [0.639, -1.152, -0.031], [0.006, -1.064, 0.317], [0.899, -0.298, -1.979], [1.507, -0.109, 1.255], [-0.039, -0.410, -0.219], [0.431, -0.328, 0.271], [-0.843, 0.440, -0.424], [-0.089, 0.298, 0.228], [0.433, 0.252, 2.056], [-0.108, -0.575, -0.666], [-8.332, -0.050, 0.006], [-3.480, 2.536, -1.096], [0.388, 0.468, -0.061], [0.600, -0.407, -2.111], [-0.594, -0.075, 0.353], [0.235, -1.261, 2.542], [-0.191, -1.063, -0.104], [-1.210, -0.585, -1.655], [-1.963, -2.323, 0.534], [-0.447, -1.395, 0.048], [-1.002, -0.754, -1.763], [-1.867, 0.714, 1.223], [1.851, 0.302, 1.660], [0.266, -0.303, -1.026], [-1.302, 1.045, -0.872], [-0.641, 0.020, 0.117], [-2.089, -0.271, -0.067], [0.175, -0.459, -0.045], [-2.038, 4.911, 2.492], [-0.212, -0.272, -0.816], [2.501, 0.047, -0.098], [-0.515, -0.747, 0.065], [0.286, 0.544, -2.648], [-0.637, 0.795, 0.666], [-1.442, -0.257, 0.058], [-0.714, -0.773, 0.352], [-1.382, 1.669, 0.531], [-0.051, -0.279, 1.230], [0.012, -0.279, 0.323], [-0.221, -1.165, 0.518]]
}

---

No. 2
{
  "formula": "C15H20N2",
  "method": "wB97M-V/def2-TZVPD",
  "de_lowest_kj_mol": 29.4,
  "smiles": "CN(CCCc1ccccc1)Cc1ccc[nH]1",
  "elements": ["N", "N", "C", "C", "C", "C", "C", "C", "C", "C", "C", "C", "C", "C", "C", "C", "C", "H", "H", "H", "H", "H", "H", "H", "H", "H", "H", "H", "H", "H", "H", "H", "H", "H", "H", "H", "H"],
  "xyz": [[1.0908, 1.2276, 1.0202], [0.7112, -0.0968, 4.6587], [0.7796, 0.0576, 0.2060], [-2.4520, -1.3552, -3.1457], [1.2078, -1.2092, -1.9765], [1.4281, 0.0737, -1.1568], [0.4933, 2.5041, 0.6117], [-1.0409, -0.5406, -4.9628], [-2.3159, -0.9552, -4.4869], [0.0952, -0.6069, -4.1289], [0.4846, 0.4326, 3.3736], [1.5300, 0.9760, 2.4327], [-0.0417, -1.0214, -2.8020], [-1.3150, -1.3749, -2.3039], [-0.4636, -0.4961, 5.2856], [-0.9027, 0.4692, 3.2739], [-1.4987, -0.1130, 4.4865], [1.8805, 1.9019, 2.8957], [-0.9102, -0.2454, -5.9975], [1.6340, -0.1447, 5.0823], [1.0964, 0.9391, -1.7034], [-3.4101, -1.6495, -2.7584], [2.5342, 0.1669, -0.9801], [0.5022, 3.2528, 1.4053], [-0.5310, 2.3172, 0.3291], [1.1446, -0.8647, 0.7007], [-1.4206, 0.8961, 2.4030], [2.3749, 0.2916, 2.3878], [-0.5658, -0.9851, 6.2382], [2.0353, -1.3977, -2.6766], [-2.5384, -0.1615, 4.7346], [-1.3926, -1.7605, -1.2997], [1.0269, 2.9041, -0.2396], [-3.1635, -0.9618, -5.1868], [-0.3261, 0.0130, 0.0701], [1.0719, -0.4071, -4.4872], [1.1673, -2.0765, -1.3030]],
  "atomic_forces_ev_per_a": [[1.006, -0.127, 1.513], [1.016, -0.408, -0.409], [-0.656, 0.088, 0.493], [1.282, 0.483, -0.303], [-0.359, 0.584, -0.081], [2.106, -0.324, 0.331], [0.378, -1.083, 0.586], [-0.179, -0.598, 0.847], [0.946, 0.390, 0.004], [-2.104, -0.278, 0.265], [-2.435, -0.400, 1.572], [-0.659, 0.286, -0.914], [-0.688, -1.185, -0.050], [-0.040, 0.138, -1.298], [-0.067, 0.969, -0.810], [0.011, -0.138, 0.095], [1.096, 0.742, -1.570], [0.210, 0.155, -0.431], [-0.127, 0.006, 0.036], [-0.487, -0.214, -0.216], [-0.012, 0.378, -0.431], [-0.227, -0.134, 0.072], [-0.835, 0.204, -0.138], [0.108, -0.233, 0.081], [-0.680, 0.205, -0.230], [-0.456, 0.526, 0.131], [0.166, -0.390, 0.583], [0.174, -0.089, 0.043], [0.630, 0.087, 0.132], [-0.103, 0.208, 0.335], [-0.268, -0.222, -0.090], [-0.090, 0.040, 0.186], [0.100, 0.242, -0.319], [0.369, 0.024, 0.498], [0.371, -0.384, 0.159], [0.719, 0.317, -0.493], [-0.215, 0.136, -0.182]]
}

---

| no. | M (g/mol) |
| --- | --- |
| 1 | 352.38 |
| 2 | 228.34 |